1.
{
  "formula": "C3H8N3S",
  "method": "the ωB97M-V functional and the def2-TZVPD basis",
  "smiles": "C[N+](=C=[NH2+])CN[S-]",
  "lumo_ev": [-5.83, -5.49],
  "relative_energy_ev": 3.619,
  "gap_ev": [7.231, 7.652],
  "total_charge": 1,
  "species": ["C", "N", "C", "N", "C", "N", "S", "H", "H", "H", "H", "H", "H", "H", "H"],
  "xyz": [[0.42738, 0.79888, 0.81975], [0.15903, -0.31962, -0.26579], [-0.82864, -1.10777, -0.00916], [-1.18985, -1.75556, 1.03811], [0.29578, 0.03391, -1.77567], [-0.94725, 0.48475, -2.24008], [-2.23255, -0.48990, -2.41925], [1.42398, 1.13633, 0.65350], [-0.31716, 1.62981, 0.47018], [0.17219, 0.47617, 1.84688], [-0.75229, -1.84172, 1.89467], [-2.03385, -2.22795, 0.87300], [0.54212, -0.95751, -2.05104], [1.00521, 0.69474, -2.01382], [-1.30425, 1.42102, -2.02101]],
  "mulliken_charge": [-0.7492, -0.0385, 0.1781, -0.2028, -0.6183, -0.2199, 0.0757, 0.2938, 0.2914, 0.3278, 0.2113, 0.2869, 0.4121, 0.4284, 0.3233]
}


2.
{
  "formula": "BH26NaO11",
  "method": "the ωB97M-V functional and the def2-TZVPD basis",
  "lumo_ev": -1.01,
  "relative_energy_ev": 0.000,
  "gap_ev": 9.058,
  "total_charge": 0,
  "species": ["Na", "B", "H", "H", "H", "H", "O", "H", "H", "O", "H", "H", "O", "H", "H", "O", "H", "H", "O", "H", "H", "O", "H", "H", "O", "H", "H", "O", "H", "H", "O", "H", "H", "O", "H", "H", "O", "H", "H"],
  "xyz": [[2.17489, 0.64352, 0.42171], [-0.35085, 0.23306, 0.01153], [-0.05520, -0.78294, -0.19960], [-0.09948, 0.32947, 1.05640], [0.18478, 0.91939, -0.62588], [-1.41337, 0.33848, -0.14398], [-2.40338, -1.82589, -0.98982], [-2.82144, -2.24432, -0.23725], [-1.69769, -1.30142, -0.61145], [2.19454, 2.00117, 2.33243], [2.12767, 1.59055, 3.19449], [1.39722, 2.52490, 2.25357], [2.15917, 2.99886, -0.44958], [2.80225, 2.99938, -1.15857], [1.83192, 3.89795, -0.42174], [2.06175, -2.21004, -1.54372], [2.79180, -1.82969, -1.05525], [1.31518, -2.14596, -0.94810], [-1.25398, 3.00002, 1.08531], [-1.02059, 2.08703, 0.91731], [-1.92089, 2.95507, 1.77045], [0.90925, -2.44411, 3.07533], [0.23139, -1.76883, 3.10234], [0.69769, -3.02586, 3.80542], [-2.60879, 1.92333, -2.01469], [-1.97890, 1.78109, -1.30812], [-3.12055, 1.11504, -2.04630], [0.69682, 1.39020, -3.08232], [0.49640, 1.09115, -2.19539], [0.74753, 0.58709, -3.60065], [-1.94700, -0.27676, 2.40657], [-1.42547, -0.01443, 1.64801], [-2.84088, -0.01565, 2.18514], [0.76090, -3.62302, 0.58162], [1.55961, -3.73806, 1.09646], [0.17876, -3.11985, 1.15097], [-0.01695, -1.17127, -3.48748], [0.52835, -1.71257, -2.91663], [-0.87245, -1.15621, -3.05839]],
  "mulliken_charge": [0.7659, 1.3605, -0.8178, -0.1375, -0.5913, -0.0576, -0.6188, 0.2722, 0.2042, -0.6359, 0.3065, 0.3179, -0.5169, 0.2778, 0.2577, -0.6380, 0.2459, 0.2330, -0.6445, 0.4410, 0.3097, -0.6556, 0.3195, 0.2968, -0.6338, 0.3691, 0.2820, -0.6993, 0.1735, 0.3394, -0.6736, 0.3409, 0.2830, -0.6355, 0.2907, 0.3362, -0.7000, 0.3480, 0.2848]
}


3.
{
  "formula": "C43H90BN2O17S",
  "method": "the ωB97M-V functional and the def2-TZVPD basis",
  "lumo_ev": -4.98,
  "gap_ev": 5.284,
  "total_charge": 1,
  "species": ["C", "C", "C", "C", "C", "C", "C", "C", "N", "C", "C", "O", "C", "C", "C", "O", "C", "B", "O", "C", "C", "C", "S", "C", "C", "O", "N", "O", "H", "H", "H", "H", "H", "H", "H", "H", "H", "H", "H", "H", "H", "H", "H", "H", "H", "H", "H", "H", "H", "H", "H", "H", "H", "H", "H", "H", "H", "H", "H", "H", "H", "H", "C", "O", "C", "C", "O", "C", "C", "O", "C", "H", "H", "H", "H", "H", "H", "H", "H", "H", "H", "H", "H", "H", "H", "C", "O", "C", "C", "O", "C", "C", "O", "C", "H", "H", "H", "H", "H", "H", "H", "H", "H", "H", "H", "H", "H", "H", "C", "O", "C", "C", "O", "C", "C", "O", "C", "H", "H", "H", "H", "H", "H", "H", "H", "H", "H", "H", "H", "H", "H", "C", "O", "C", "C", "O", "C", "C", "O", "C", "H", "H", "H", "H", "H", "H", "H", "H", "H", "H", "H", "H", "H", "H"],
  "xyz": [[3.80099, 1.52338, -2.70178], [4.49352, 2.95432, -3.21365], [3.26217, 4.04487, -3.36291], [3.72653, 5.51512, -3.92576], [2.54708, 6.28010, -4.82447], [1.10413, 6.32082, -4.03992], [-0.14718, 6.88114, -4.95530], [-1.48173, 7.27548, -4.06994], [-1.59500, 6.36721, -2.85082], [-2.22229, 4.98557, -3.13373], [-2.43917, 3.82661, -1.99521], [-3.10360, 2.55369, -2.41488], [-4.54501, 2.88750, -2.37521], [-5.43122, 1.92231, -3.40811], [-4.92621, 2.29711, -4.92950], [-5.19631, 0.52160, -3.01479], [-1.91815, 4.13330, -0.47190], [-2.06682, 2.99091, 0.70312], [-2.97716, 3.11424, 1.89095], [-1.15516, 1.60725, 0.61100], [0.42299, 1.83305, 1.06603], [-1.23430, 5.63688, -0.20679], [-0.61719, 5.93047, 1.55261], [-1.09270, 6.75374, -1.44393], [-0.38292, 8.22172, -1.14345], [-0.86850, 8.88803, 0.07374], [-2.19990, 9.07206, 0.06586], [-2.56826, 8.71856, 1.20152], [4.57080, 0.82074, -2.16806], [3.30384, 1.00721, -3.64787], [2.98622, 1.81586, -1.90732], [5.04387, 2.73206, -4.22330], [5.27328, 3.28756, -2.40245], [2.79024, 4.15078, -2.27584], [2.43689, 3.59637, -4.08220], [4.02627, 6.15962, -2.96759], [4.67693, 5.35498, -4.59618], [2.47489, 5.85953, -5.92820], [2.92694, 7.40715, -4.93038], [1.21760, 7.06154, -3.13899], [0.76739, 5.27150, -3.60973], [-0.47975, 5.96202, -5.64081], [0.13770, 7.75315, -5.68538], [-1.59289, 8.41605, -3.83654], [-2.41415, 6.99541, -4.76150], [-2.58892, 4.73645, -4.23897], [-4.78919, 3.99870, -2.68141], [-4.92008, 2.77405, -1.25550], [-6.59647, 2.13679, -3.27499], [-5.44103, 1.64113, -5.76100], [-5.18847, 3.44543, -5.09684], [-3.75729, 2.17936, -5.05642], [-5.31652, 0.51726, -2.00579], [-2.39505, 3.53164, 2.61940], [-1.58795, 0.78096, 1.35102], [-1.12435, 1.16298, -0.49435], [0.50742, 2.57388, 1.97889], [1.09487, 2.23633, 0.19455], [0.91881, 0.81003, 1.42641], [0.78345, 5.88078, 1.62881], [-0.52846, 8.99803, -2.02957], [0.79913, 8.07193, -1.06723], [-10.88136, -0.97651, 0.13957], [-10.20356, -0.07420, 0.99273], [-10.39773, -0.32604, 2.38142], [-9.06875, -0.29090, 3.14897], [-8.14482, -1.34557, 2.84831], [-7.58106, -1.36173, 1.53190], [-6.67522, -0.17751, 1.17274], [-7.42300, 1.03004, 1.05816], [-6.84280, 2.12959, 1.73834], [-11.88820, -0.60536, -0.06318], [-10.33059, -1.02997, -0.80306], [-10.92572, -1.98686, 0.55692], [-10.89198, -1.29089, 2.55191], [-11.04954, 0.46428, 2.76493], [-9.30420, -0.40736, 4.21468], [-8.58293, 0.67982, 3.06498], [-8.36241, -1.50849, 0.78611], [-6.96635, -2.26920, 1.49239], [-6.21290, -0.36808, 0.20277], [-5.87552, -0.08939, 1.91985], [-6.41121, 1.83134, 2.70004], [-7.62745, 2.86590, 1.92858], [-6.07155, 2.58391, 1.11332], [5.57297, 0.03155, 5.67887], [4.31480, -0.54245, 5.97717], [3.21467, 0.34924, 5.82167], [2.06715, -0.30664, 5.04091], [2.33244, -0.59161, 3.66077], [3.32137, -1.58875, 3.38021], [2.98543, -3.01573, 3.83056], [2.98613, -3.12374, 5.25141], [1.85751, -3.80252, 5.77465], [5.98686, 0.49727, 6.57574], [6.24347, -0.76998, 5.35833], [5.51295, 0.76060, 4.86534], [3.51461, 1.27717, 5.31843], [2.86080, 0.60362, 6.82497], [1.22963, 0.40276, 5.03424], [1.69109, -1.19261, 5.54982], [4.29624, -1.27131, 3.75049], [3.41512, -1.60276, 2.28753], [3.75081, -3.69500, 3.45150], [2.02043, -3.31656, 3.40194], [0.93978, -3.54061, 5.23683], [1.73731, -3.50926, 6.82038], [2.01981, -4.88090, 5.72321], [3.80867, -2.45313, -0.72533], [5.16019, -2.29819, -1.11373], [5.97788, -1.65701, -0.13912], [7.29862, -2.41131, 0.06884], [7.19017, -3.70749, 0.67260], [6.52967, -4.72633, -0.08682], [7.22375, -5.15478, -1.38552], [7.18329, -4.11670, -2.36082], [8.42833, -3.87681, -2.99377], [3.23896, -1.56739, -1.01425], [3.40185, -3.31962, -1.25299], [3.70501, -2.63817, 0.34797], [5.45862, -1.55879, 0.82264], [6.19826, -0.65277, -0.51260], [7.90722, -1.81833, 0.76362], [7.87911, -2.46415, -0.85073], [5.48814, -4.45544, -0.26026], [6.49705, -5.60222, 0.57249], [6.69499, -6.01395, -1.80160], [8.25408, -5.46314, -1.16466], [9.26340, -3.94519, -2.28803], [8.41159, -2.86571, -3.40779], [8.57254, -4.59218, -3.80577], [-1.66962, -8.67861, 1.73297], [-1.25462, -7.82186, 0.68645], [-1.65743, -6.46498, 0.84833], [-0.49395, -5.49916, 0.58361], [0.57958, -5.53799, 1.53355], [1.36131, -6.73690, 1.58403], [2.17832, -7.06143, 0.32740], [1.33216, -7.41696, -0.76259], [1.65971, -6.76570, -1.97787], [-2.66098, -9.07858, 1.50979], [-0.96127, -9.50898, 1.79190], [-1.67305, -8.17446, 2.70394], [-2.06334, -6.28083, 1.85112], [-2.44964, -6.27400, 0.11863], [-0.89619, -4.47964, 0.64284], [-0.11193, -5.60036, -0.43088], [0.74236, -7.58113, 1.88803], [2.07060, -6.58446, 2.40658], [2.82010, -7.91922, 0.53530], [2.82152, -6.20702, 0.07895], [1.94845, -5.72159, -1.81497], [0.77702, -6.78059, -2.62181], [2.47228, -7.29961, -2.47442]],
  "mulliken_charge": [-0.3314, -0.5683, -0.3247, -0.5336, -0.6967, 0.3610, -0.4665, -0.8900, 0.5019, -0.1694, -0.2736, -0.3984, -0.2335, 0.1105, -0.8979, -0.5359, 0.5291, 0.1201, -0.5629, -0.2350, -0.5073, -0.1058, -0.1600, 0.2540, -0.4850, -0.0351, 0.0706, -0.2401, 0.0962, 0.2604, -0.0919, 0.3173, 0.2841, 0.0894, 0.2534, 0.2527, 0.3310, 0.3132, 0.3101, -0.2459, 0.0763, 0.2387, 0.3484, 0.3668, 0.3183, 0.3834, 0.3741, 0.0064, 0.2629, 0.3372, 0.2417, 0.1972, 0.3151, 0.3076, 0.2258, 0.2403, 0.1968, 0.0291, 0.2080, 0.2189, 0.3030, 0.2800, -0.8424, -0.2528, -0.5050, -0.2323, -0.4685, -0.4101, -0.1935, -0.2244, -0.6154, 0.2828, 0.2341, 0.4063, 0.3476, 0.3840, 0.4364, 0.0058, 0.1097, 0.4367, 0.1386, 0.3393, 0.4465, 0.2839, -0.0734, -0.8233, -0.2858, -0.5592, -0.3054, -0.3006, 0.2328, -0.4978, -0.3180, -0.8399, 0.2856, 0.2370, 0.3811, 0.3066, 0.4288, 0.4371, 0.0340, -0.0722, -0.0437, 0.4403, 0.2739, 0.3787, 0.2424, 0.3070, -0.5248, -0.2427, 0.0762, -0.4486, -0.4975, 0.0141, -0.6249, -0.2401, -0.8819, 0.2362, 0.1317, 0.2215, -0.0950, 0.3507, 0.4747, 0.1240, -0.1346, 0.4441, 0.4097, 0.3460, 0.4217, 0.2315, 0.2881, -0.8224, -0.2850, -0.5829, -0.2806, -0.3451, -0.3815, -0.1579, -0.3041, -0.6974, 0.2881, 0.2442, 0.3839, 0.3476, 0.3862, 0.3933, 0.0935, 0.0551, 0.4623, 0.4599, -0.0481, 0.2371, 0.2662, 0.2926]
}


Computed values of total energy (unit: eV) for the preceding records, in sequence: -18535.886 -28036.575 -95318.794.